# 1
# C17H30Cl5N4O3PRhS2

A structure of composition C17H30Cl5N4O3PRhS2 in a non-equilibrium geometry (ωB97M-V/def2-TZVPD, the OMol25 dataset).

Geometry as ORCA input:
```
! wB97M-V def2-TZVPD RIJCOSX def2/J DEFGRID3
* xyz 3 1
Rh 0.23 0.41 0.00
Cl -2.77 2.13 -1.55
C -1.65 2.97 -0.51
C -0.51 2.34 -0.12
C 0.40 3.02 0.63
Cl 1.77 2.03 1.09
C 0.24 4.32 1.04
Cl 1.42 5.08 1.99
C -0.93 4.98 0.63
Cl -1.18 6.60 1.07
C -1.87 4.31 -0.16
Cl -3.28 5.11 -0.69
N -4.62 1.19 1.65
C -3.64 0.04 1.59
P -2.19 0.51 2.67
O -2.74 1.69 3.43
O -0.90 0.60 1.92
C -1.98 -0.76 4.02
N -2.23 -0.04 5.33
H -4.33 1.78 2.46
H -5.59 0.89 1.77
H -4.56 1.76 0.82
H -3.29 -0.10 0.57
H -4.12 -0.87 1.93
H -0.96 -1.11 3.98
H -2.66 -1.60 3.92
H -2.57 0.91 5.07
H -1.37 0.08 5.88
H -2.91 -0.50 5.93
O 0.79 0.50 -1.98
S 0.68 1.65 -3.02
C 2.09 2.75 -2.68
C 2.93 2.79 -3.96
C 2.90 1.36 -4.50
C 1.42 0.98 -4.52
H 2.63 2.25 -1.86
H 1.72 3.72 -2.35
H 3.94 3.13 -3.75
H 2.49 3.48 -4.68
H 3.46 0.69 -3.84
H 3.33 1.30 -5.50
H 1.21 -0.09 -4.55
H 0.89 1.47 -5.34
C 0.65 -6.26 0.50
C 0.39 -5.49 -0.79
N -0.29 -4.20 -0.55
C 0.27 -3.02 -0.41
S -0.81 -1.73 0.07
N 1.58 -2.86 -0.57
C 2.35 -1.64 -0.47
C 3.71 -1.88 0.18
H 1.14 -7.21 0.27
H -0.29 -6.48 1.01
H 1.30 -5.70 1.18
H -0.25 -6.07 -1.45
H 1.32 -5.32 -1.33
H -1.27 -4.26 -0.36
H 2.11 -3.68 -0.81
H 1.78 -0.92 0.14
H 2.46 -1.19 -1.45
H 3.61 -2.50 1.07
H 4.17 -0.94 0.47
H 4.38 -2.37 -0.53
*
```

Values from the calculation:
- HOMO (alpha / beta) (eV) = -16.37 / -16.37
- energy above the lowest of the compared OMol25 structures with the same formula, charge and spin (eV) = 1.9464
- HOMO-LUMO gap (alpha / beta) (eV) = 6.43 / 6.43

Let us look at the natural (NBO) charges, expressed in e, one per atom: atom 1 (Rh): 0.85, atom 2 (Cl): 0.03, atom 3 (C): -0.03, atom 4 (C): -0.08, atom 5 (C): -0.11, atom 6 (Cl): 0.18, atom 7 (C): -0.09, atom 8 (Cl): 0.14, atom 9 (C): -0.06, atom 10 (Cl): 0.15, atom 11 (C): -0.12, atom 12 (Cl): 0.13, atom 13 (N): -0.69, atom 14 (C): -0.61, atom 15 (P): 2.16, atom 16 (O): -1.15, atom 17 (O): -1.10, atom 18 (C): -0.61, atom 19 (N): -0.69, atom 20 (H): 0.48, atom 21 (H): 0.45, atom 22 (H): 0.45, atom 23 (H): 0.27, atom 24 (H): 0.26, atom 25 (H): 0.27, atom 26 (H): 0.26, atom 27 (H): 0.48, atom 28 (H): 0.45, atom 29 (H): 0.45, atom 30 (O): -0.95, atom 31 (S): 1.21, atom 32 (C): -0.58, atom 33 (C): -0.42, atom 34 (C): -0.41, atom 35 (C): -0.57, atom 36 (H): 0.24, atom 37 (H): 0.26, atom 38 (H): 0.26, atom 39 (H): 0.23, atom 40 (H): 0.21, atom 41 (H): 0.26, atom 42 (H): 0.27, atom 43 (H): 0.26, atom 44 (C): -0.62, atom 45 (C): -0.23, atom 46 (N): -0.53, atom 47 (C): 0.39, atom 48 (S): -0.14, atom 49 (N): -0.56, atom 50 (C): -0.16, atom 51 (C): -0.63, atom 52 (H): 0.26, atom 53 (H): 0.22, atom 54 (H): 0.21, atom 55 (H): 0.24, atom 56 (H): 0.20, atom 57 (H): 0.43, atom 58 (H): 0.43, atom 59 (H): 0.14, atom 60 (H): 0.23, atom 61 (H): 0.23, atom 62 (H): 0.24, atom 63 (H): 0.24

=====

# 2
# H10NO3

A cluster of 4 separate species, H10NO3 in total in a non-equilibrium geometry (ωB97M-V/def2-TZVPD, the OMol25 dataset).

Geometry as ORCA input:
```
! wB97M-V def2-TZVPD RIJCOSX def2/J DEFGRID3
* xyz 1 1
N -0.86 -1.08 -0.68
H -1.76 -0.92 -0.21
H -0.93 -1.80 -1.40
H -0.60 -0.18 -1.14
H -0.21 -1.32 0.07
H 0.50 2.60 3.18
H -0.89 2.70 3.69
O -0.38 2.27 3.00
H 1.96 -2.34 1.14
H 3.03 -1.78 0.25
O 2.11 -1.91 0.28
H -0.08 1.09 -3.28
H -1.32 1.64 -2.47
O -0.56 1.05 -2.43
*
```

Values from the calculation:
- HOMO (eV) = -14.23
- energy above the lowest of the compared OMol25 structures with the same formula, charge and spin (eV) = 0.8336
- HOMO-LUMO gap (eV) = 10.74

Let us look at the natural (NBO) charges, expressed in e, one per atom: atom 1 (N): -0.88, atom 2 (H): 0.44, atom 3 (H): 0.45, atom 4 (H): 0.48, atom 5 (H): 0.46, atom 6 (H): 0.47, atom 7 (H): 0.47, atom 8 (O): -0.95, atom 9 (H): 0.48, atom 10 (H): 0.49, atom 11 (O): -0.97, atom 12 (H): 0.51, atom 13 (H): 0.50, atom 14 (O): -0.98